Record 1
89
Properties=species:S:1:pos:R:3:forces:R:3:lowdin_spin:R:1 method="wB97M-V/def2-TZVPD" e_lumo_ev="0.34 / -0.94" multiplicity=3 e_homo_ev="-6.117 / -6.113"
Ti 0.017071 -0.063004 0.848193 -0.2 -0.4 0.2 0.998
C 3.154412 -1.911596 -0.871748 0.0 0.0 0.0 0.001
C 2.244009 -3.044707 -0.494565 0.0 0.0 0.0 -0.001
C 2.324066 -4.253982 -1.174063 0.0 0.0 0.0 0.001
C 1.452206 -5.291351 -0.888888 0.0 0.0 0.0 0.000
C 0.482290 -5.111171 0.082669 0.0 0.0 0.0 0.001
C 0.380658 -3.915853 0.784652 0.0 0.0 0.0 0.002
C -0.690494 -3.762729 1.827620 0.0 0.0 0.0 0.002
C 1.275734 -2.875853 0.506263 0.0 0.0 0.1 0.004
N 1.199799 -1.635213 1.203042 0.1 0.2 -0.1 -0.013
C 2.277464 -1.350489 2.066131 0.1 0.0 0.0 -0.002
C 3.165377 -2.440881 2.602951 0.0 0.0 0.0 -0.001
C 2.423883 -0.057371 2.422459 0.1 0.0 -0.1 -0.001
C 3.501703 0.415606 3.359394 0.0 0.0 0.0 0.000
N 1.464763 0.830644 1.898629 0.0 0.0 0.0 -0.018
C 1.785563 2.213686 1.916304 0.0 0.0 0.0 0.002
C 1.115796 3.091819 2.781668 0.0 0.0 0.0 -0.001
C 0.073751 2.581307 3.735889 0.0 0.0 0.0 0.000
C 1.417188 4.447859 2.752297 0.0 0.0 0.0 0.000
C 2.363625 4.951980 1.873039 0.0 0.0 0.0 -0.001
C 3.014134 4.085730 1.010815 0.0 0.0 0.0 0.000
C 2.740395 2.721036 1.021219 0.0 0.0 0.0 -0.001
C 3.439857 1.808566 0.055333 0.0 0.0 0.0 0.000
H 3.663982 -2.124698 -1.811505 0.0 0.0 0.0 0.000
H 3.910515 -1.714553 -0.108578 0.0 0.0 0.0 0.000
H 2.581754 -0.988939 -0.985629 0.0 0.0 0.0 0.001
H 3.072251 -4.372962 -1.949651 0.0 0.0 0.0 0.000
H 1.520129 -6.228049 -1.427393 0.0 0.0 0.0 0.000
H -0.216384 -5.910458 0.303174 0.0 0.0 0.0 0.000
H -1.407013 -4.581577 1.757858 0.0 0.0 0.0 0.000
H -1.228361 -2.822175 1.704607 0.0 0.0 0.0 0.002
H -0.267812 -3.773825 2.835405 0.0 0.0 0.0 0.000
H 2.752159 -3.427391 2.396555 0.0 0.0 0.0 0.000
H 3.287162 -2.349762 3.685089 0.0 0.0 0.0 0.000
H 4.169187 -2.412439 2.167383 0.0 0.0 0.0 0.000
H 3.586016 -0.241074 4.228602 0.0 0.0 0.0 0.000
H 3.297872 1.422420 3.723715 0.0 0.0 0.0 0.000
H 4.486469 0.435267 2.882048 0.0 0.0 0.0 0.000
H -0.710852 2.045300 3.198577 0.0 0.0 0.0 0.000
H -0.382788 3.407857 4.282223 0.0 0.0 0.0 0.000
H 0.504706 1.892057 4.464863 0.0 0.0 0.0 0.000
H 0.901292 5.116512 3.433252 0.0 0.0 0.0 0.000
H 2.591546 6.010757 1.860977 0.0 0.0 0.0 0.000
H 3.746358 4.468680 0.308602 0.0 0.0 0.0 0.000
H 3.856399 2.373642 -0.779159 0.0 0.0 0.0 0.000
H 2.750110 1.060534 -0.333656 0.0 0.0 0.0 0.000
H 4.255969 1.264748 0.536448 0.0 0.0 0.0 0.000
C -4.414878 -0.598366 -3.101659 0.0 0.0 0.0 0.002
C -3.141673 -0.323411 -2.328571 0.0 0.0 0.0 0.123
S -2.900700 1.229908 -1.745795 0.0 0.0 0.1 0.351
C -2.224407 -1.380477 -2.189985 0.1 0.0 0.0 0.228
C -2.520879 -2.676161 -2.909219 0.0 0.0 0.0 0.022
S -0.776459 -1.451960 -1.273025 -0.1 0.0 0.1 0.186
H -5.093873 0.243236 -3.001398 0.0 0.0 0.0 0.000
H -4.914111 -1.503809 -2.748598 0.0 0.0 0.0 0.002
H -4.205588 -0.741938 -4.165186 0.0 0.0 0.0 0.002
H -2.888854 -2.511050 -3.922733 0.0 0.0 0.0 0.005
H -3.292768 -3.235833 -2.370819 0.0 0.0 0.0 0.010
H -1.630752 -3.298842 -2.945025 0.0 0.0 0.0 0.001
C -3.582178 1.121736 1.898420 0.0 0.0 0.0 0.006
C -2.892964 -0.175695 1.546015 0.0 0.0 0.0 0.010
O -1.595262 -0.307317 2.183530 0.0 0.0 0.0 0.002
C -1.683657 -0.559280 3.605152 0.0 0.0 0.0 0.001
C -0.343706 -0.953866 4.167388 0.0 0.0 0.0 0.001
H -4.489184 1.206695 1.299038 0.0 0.0 0.0 0.002
H -2.935475 1.963937 1.648749 0.0 0.0 0.0 0.001
H -3.861307 1.176440 2.950836 0.0 0.0 0.0 0.000
H -2.697831 -0.220634 0.474164 0.0 0.0 0.0 0.006
H -3.482782 -1.052840 1.825171 0.0 0.0 0.0 0.000
H -2.421614 -1.356440 3.736254 0.0 0.0 0.0 0.000
H -2.061720 0.345462 4.084676 0.0 0.0 0.0 0.000
H 0.011300 -1.881711 3.727510 0.0 0.0 0.0 0.000
H -0.444506 -1.084782 5.246165 0.0 0.0 0.0 0.000
H 0.402646 -0.187531 3.972763 0.0 0.0 0.0 0.000
C -0.891179 6.083691 0.047545 0.0 0.0 0.0 0.000
C -1.540219 4.727329 0.307415 0.0 0.0 0.0 0.000
C -0.792960 3.591014 -0.306102 0.0 0.0 0.0 -0.001
N -0.587996 2.465690 0.274880 0.0 0.1 0.0 0.008
N 0.113646 1.585301 -0.493117 0.1 0.1 -0.1 0.004
C 0.387724 2.018961 -1.685677 0.0 0.0 0.0 0.017
N 1.013951 1.254832 -2.616110 0.0 0.0 0.0 0.012
S -0.122682 3.651311 -1.914786 0.0 0.0 0.0 0.011
H -1.451827 6.872924 0.546944 0.0 0.0 0.0 0.000
H -0.873652 6.317812 -1.018901 0.0 0.0 0.0 0.000
H 0.133673 6.096164 0.418336 0.0 0.0 0.0 0.000
H -2.563756 4.717030 -0.077889 0.0 0.0 0.0 0.000
H -1.591376 4.518931 1.377374 0.0 0.0 0.0 0.000
H 0.828186 0.261457 -2.495443 0.0 0.0 0.0 0.008
H 0.955545 1.569352 -3.570171 0.0 0.0 0.0 0.001

Record 2
91
Properties=species:S:1:pos:R:3:forces:R:3:mulliken_charge:R:1 method="wB97M-V/def2-TZVPD" e_lumo_ev="1.86 / 1.86" e_homo_ev="-5.861 / -1.984" total_charge=-1
Al -0.463937 -0.267874 0.933459 1.5 -0.1 1.7 -1.171
Cl -2.157353 0.728182 1.765670 -0.1 0.0 -0.2 -0.479
P -0.199274 -0.224459 -1.412583 0.2 -0.3 -0.7 0.553
C 1.358482 0.435875 1.388921 -0.4 -0.9 -0.2 -0.607
H 2.075792 0.985744 0.770836 -0.3 0.0 0.3 0.465
H 1.854220 -0.023480 2.258586 -0.1 0.3 -0.3 0.688
C -1.704824 0.228558 -2.408277 0.3 -0.3 0.1 0.166
C 0.195325 -2.049717 -1.569232 -0.5 0.4 -0.3 -0.010
C -1.513248 0.352731 -3.925150 -0.2 -0.1 -0.1 -0.746
H -2.360698 -0.639453 -2.207178 0.0 0.2 -0.1 0.814
C -2.886148 0.500532 -4.593542 0.0 0.0 0.1 -0.929
H -0.903055 1.242707 -4.146404 -0.1 -0.2 0.1 0.285
H -0.987828 -0.519971 -4.339041 -0.1 0.3 0.1 0.330
C -3.650100 1.721587 -4.068545 0.1 0.1 0.0 -0.698
H -2.759757 0.570163 -5.680227 -0.1 0.0 0.1 0.385
H -3.472232 -0.405436 -4.385751 0.1 0.1 -0.1 0.357
C -3.725405 1.768707 -2.537871 0.1 -0.3 0.0 -0.842
H -3.166027 2.635577 -4.437180 0.0 -0.1 0.0 0.319
H -4.665544 1.716736 -4.477913 0.1 0.1 0.0 0.393
C -2.377445 1.497251 -1.852336 0.0 0.1 0.1 -0.163
H -4.100852 2.745454 -2.211942 0.0 -0.2 0.0 0.405
H -4.444278 1.014542 -2.189731 0.1 0.1 0.0 0.358
H -1.708530 2.358005 -2.009224 -0.2 -0.2 0.0 0.137
H -2.527497 1.405984 -0.766425 0.0 0.1 -0.3 -0.116
C 1.314217 0.710504 -1.988565 -0.3 -0.3 0.3 -0.007
C 1.597319 -2.355324 -1.011742 -0.1 0.1 0.0 -0.582
H -0.550654 -2.511448 -0.893002 0.3 0.1 -0.2 0.379
C 1.747910 -3.870458 -0.876079 -0.1 0.0 0.1 -0.704
H 2.360108 -1.969507 -1.704141 -0.1 -0.1 0.1 0.364
H 1.757505 -1.854591 -0.047800 -0.1 -0.2 -0.1 0.133
C 1.563090 -4.563425 -2.227947 0.0 0.1 -0.1 -0.776
H 2.728929 -4.108172 -0.452077 -0.1 0.0 0.0 0.445
H 0.986366 -4.227490 -0.169339 0.1 0.0 -0.1 0.188
C 0.240579 -4.178379 -2.903224 -0.2 0.0 0.1 -0.964
H 2.400152 -4.300046 -2.888579 0.0 0.0 0.0 0.300
H 1.600015 -5.649433 -2.095628 0.0 0.1 0.0 0.401
C 0.011194 -2.660716 -2.958966 0.2 -0.1 -0.2 -0.467
H 0.203336 -4.585738 -3.919832 0.0 0.0 0.1 0.422
H -0.590096 -4.624351 -2.339418 0.1 0.0 -0.1 0.401
H 0.730827 -2.209526 -3.658213 -0.2 -0.2 0.1 0.200
H -0.996239 -2.445713 -3.345420 0.2 -0.1 0.1 0.304
C 1.106375 2.229927 -1.884615 -0.1 0.0 0.0 -0.623
H 2.059481 0.425586 -1.227412 -0.1 0.0 -0.2 0.717
C 2.393409 2.986066 -2.222328 0.1 -0.1 0.0 -0.619
H 0.302198 2.534719 -2.571858 0.2 0.0 0.1 0.245
H 0.779953 2.499345 -0.868651 0.0 -0.1 -0.2 0.110
C 2.987414 2.561549 -3.572255 -0.1 0.0 -0.1 -0.906
H 2.187640 4.063560 -2.236346 0.1 -0.2 0.1 0.387
H 3.128004 2.806712 -1.423344 -0.1 0.0 -0.1 0.314
C 3.111212 1.041885 -3.732393 0.1 0.0 0.2 -0.945
H 2.365990 2.961659 -4.384601 0.0 -0.1 0.1 0.348
H 3.978532 3.012359 -3.690732 -0.1 0.0 0.0 0.428
C 1.831996 0.283208 -3.368929 -0.1 0.1 -0.1 -0.374
H 3.390293 0.794698 -4.764145 0.1 0.0 0.2 0.398
H 3.920069 0.679839 -3.082284 -0.1 0.0 -0.1 0.378
H 1.058608 0.461238 -4.130101 0.2 0.0 0.2 0.153
H 2.042019 -0.794361 -3.385354 0.0 0.4 0.0 0.012
C 2.033823 3.688105 1.729234 1.4 -1.1 0.2 -0.168
C 3.123131 2.995113 2.173985 -1.2 1.0 -0.8 -0.408
H 2.051081 4.202824 0.761263 0.2 -0.2 0.3 0.384
C 3.153457 2.242574 3.468681 -0.4 0.2 0.6 -0.903
H 4.025992 2.917863 1.556861 -0.3 0.3 0.1 0.392
C 1.797842 2.224180 4.214888 0.1 -0.3 0.0 0.439
H 3.468845 1.207237 3.285732 0.0 0.2 0.0 0.265
H 3.907666 2.676358 4.147536 0.0 0.0 -0.4 0.472
C 0.935997 3.458347 3.962420 0.2 -0.1 -0.1 -1.142
H 1.242347 1.330758 3.902748 0.0 0.2 0.2 -0.393
H 1.982604 2.123799 5.293137 -0.1 -0.2 -0.3 0.397
C 0.722802 3.671592 2.456415 -0.2 0.1 0.5 -0.029
H -0.026920 3.351926 4.479625 0.2 0.0 -0.1 0.432
H 1.449633 4.331306 4.383972 -0.1 0.1 -0.1 0.328
H 0.090251 2.850700 2.075498 0.2 0.2 0.0 -0.340
H 0.169927 4.605264 2.291550 0.1 -0.1 -0.1 0.457
O -2.169673 -3.444135 1.076442 0.8 0.6 0.1 -0.682
C -1.494867 -2.722501 1.793724 -0.4 -0.3 0.9 0.304
O -0.430051 -2.022561 1.400069 -0.5 0.7 -0.9 0.079
C -1.808476 -2.518015 3.260931 0.0 0.1 0.8 0.680
C -3.068813 -2.905726 3.731792 -0.1 -0.2 -0.4 -0.964
C -3.437758 -2.593693 5.060399 1.2 0.5 0.1 -0.091
C -2.576619 -1.880246 5.907108 -0.6 -0.5 -0.2 -0.482
C -1.311349 -1.517556 5.426853 0.7 1.0 0.7 -0.402
C -0.903718 -1.875312 4.126313 -0.2 -0.3 -1.1 -0.412
N -0.453139 -0.664321 6.204390 -1.1 -1.2 -0.9 0.978
O -0.853861 -0.267125 7.315438 -0.1 0.2 0.5 -0.775
O 0.662479 -0.349271 5.727261 0.2 0.0 -0.1 -0.760
N -4.718306 -3.010690 5.567064 -1.3 -0.4 0.6 0.991
O -5.509387 -3.590117 4.791075 1.1 0.8 1.1 -0.648
O -4.986117 -2.779084 6.764652 0.2 -0.4 -1.5 -0.645
H -3.746958 -3.432313 3.067545 0.1 0.2 0.2 0.529
H -2.871647 -1.632827 6.923935 0.1 0.0 -0.3 0.541
H 0.092242 -1.594572 3.797859 -0.3 0.0 0.1 0.624